(1)
An isolated molecule of C7H9N3O5 at a distorted geometry, computed with ωB97M-V/def2-TZVPD.

Output
energy relative to the best compared isomer or geometry (same formula, charge and spin): 241.9 kcal per mole
lowest unoccupied orbital energy: -0.68 eV

Last column: natural (NBO) charge in e.
Cartesian coordinates (Å):
C -0.304 0.675 1.890  -0.22
C -1.264 0.391 0.979  -0.16
C 1.157 0.677 1.688  0.20
C 1.722 -0.242 0.680  -0.33
C -0.963 -0.060 -0.493  0.01
C 0.185 -1.162 -0.367  0.17
C -1.318 1.980 -1.713  -0.25
N 1.950 1.467 2.286  -0.57
N 0.653 -1.521 -1.855  0.54
N -0.162 -2.318 0.503  0.47
O 1.560 -0.932 -2.369  -0.32
O 0.500 -3.319 0.236  -0.36
O -0.116 -2.340 -2.306  -0.35
O -0.979 -2.293 1.401  -0.34
O -0.497 0.826 -1.463  -0.55
H -0.794 1.027 2.820  0.24
H -2.253 0.555 1.370  0.23
H 2.325 0.117 -0.134  0.25
H 2.113 -1.177 1.051  0.23
H -1.757 -0.627 -1.048  0.21
H -2.352 1.787 -1.291  0.17
H -1.235 2.153 -2.766  0.21
H -1.087 2.905 -1.144  0.19
H 2.913 1.429 2.045  0.35

***

(2)
An isolated molecule of C20H16N2O3S at a distorted geometry, computed with ωB97M-V/def2-TZVPD.

Output
energy relative to the best compared isomer or geometry (same formula, charge and spin): 29.0 kcal per mole
SMILES: O=C(Nc1ccc(O)cc1)/C(=C\c1cccs1)NC(=O)c1ccccc1
lowest unoccupied orbital energy: -0.06 eV

Last column: natural (NBO) charge in e.
Cartesian coordinates (Å):
O -0.980 -0.636 0.907  -0.61
C -0.892 -0.071 -0.163  0.66
N 0.109 -0.276 -1.064  -0.62
C 1.337 -0.920 -0.867  0.19
C 1.661 -1.587 0.308  -0.23
C 2.909 -2.163 0.452  -0.28
C 3.847 -2.092 -0.570  0.29
O 5.085 -2.645 -0.462  -0.66
C 3.519 -1.431 -1.751  -0.26
C 2.277 -0.852 -1.894  -0.23
C -1.899 0.919 -0.665  0.07
C -3.240 0.759 -0.651  -0.20
C -4.047 -0.327 -0.188  -0.24
C -3.779 -1.444 0.563  -0.22
C -4.910 -2.252 0.777  -0.25
C -6.037 -1.756 0.199  -0.41
S -5.743 -0.281 -0.620  0.43
N -1.375 2.063 -1.281  -0.62
C -0.191 2.726 -1.059  0.65
O 0.134 3.628 -1.804  -0.59
C 0.631 2.288 0.099  -0.10
C 0.071 2.129 1.363  -0.21
C 0.870 1.749 2.425  -0.20
C 2.223 1.522 2.234  -0.20
C 2.788 1.705 0.983  -0.20
C 1.998 2.101 -0.080  -0.20
H 0.040 0.216 -1.945  0.40
H 0.943 -1.642 1.108  0.26
H 3.155 -2.676 1.372  0.21
H 5.178 -3.073 0.397  0.48
H 4.252 -1.380 -2.540  0.23
H 2.033 -0.335 -2.811  0.21
H -3.819 1.560 -1.101  0.21
H -2.808 -1.659 0.966  0.26
H -4.888 -3.166 1.343  0.23
H -7.028 -2.166 0.208  0.24
H -1.981 2.530 -1.947  0.41
H -0.983 2.308 1.517  0.23
H 0.431 1.622 3.403  0.22
H 2.839 1.211 3.064  0.21
H 3.844 1.538 0.833  0.22
H 2.427 2.257 -1.058  0.23